{
  "formula": "C2H8O4P",
  "method": "ωB97M-V/def2-TZVPD",
  "e_above_lowest_kj_mol": 455.7,
  "molar_mass_g_mol": 127.06,
  "orbital_gap_ev": [6.93, 8.67],
  "homo_energy_ev": [-14.2845, -14.1952],
  "lumo_ev": [-7.4, -5.5],
  "charge": 1,
  "species": ["C", "C", "O", "O", "O", "O", "P", "H", "H", "H", "H", "H", "H", "H", "H"],
  "positions_angstrom": [[2.4978, -0.0246, 0.6320], [1.7373, 0.1966, -0.6786], [-2.4066, -1.5822, 0.6159], [-2.6946, 0.9359, 0.9774], [-2.6770, -0.0048, -1.3922], [0.6176, 0.8672, -0.6107], [-1.9872, -0.1166, 0.0336], [2.7079, 0.9248, 1.2278], [1.9335, -0.6927, 1.2310], [3.5064, -0.5641, 0.6758], [1.6715, -0.6039, -1.4580], [2.5294, 1.0018, -0.9620], [-2.4610, -2.2509, -0.1121], [-2.4573, 1.1323, 1.8868], [-2.5179, 0.7814, -2.0667]],
  "atomic_forces_ev_per_a": [[1.89, -0.18, 1.96], [1.99, 0.20, -0.99], [0.48, 1.34, -1.66], [0.16, -0.50, -1.27], [0.75, 1.74, -0.81], [-1.40, 0.56, 0.56], [-0.98, -0.48, 0.38], [-0.72, -1.05, -0.99], [-0.96, -0.47, 0.92], [-1.23, 0.83, -1.21], [0.72, 0.32, 0.75], [-0.93, -0.41, -0.88], [0.06, 0.31, 0.69], [0.37, -0.11, 0.39], [-0.19, -2.09, 2.17]],
  "mulliken_charge": [-0.938, -0.070, -0.397, -0.374, -0.446, -0.395, 0.979, 0.287, 0.272, 0.332, 0.381, 0.204, 0.374, 0.375, 0.416]
}

{
  "formula": "C6H14O",
  "method": "ωB97M-V/def2-TZVPD",
  "e_above_lowest_kj_mol": 84.2,
  "molar_mass_g_mol": 102.18,
  "orbital_gap_ev": 10.96,
  "smiles": "CCCCCOC",
  "homo_energy_ev": -9.8222,
  "lumo_ev": 1.1,
  "charge": 0,
  "species": ["C", "C", "C", "C", "C", "O", "C", "H", "H", "H", "H", "H", "H", "H", "H", "H", "H", "H", "H", "H", "H"],
  "positions_angstrom": [[-3.4303, -0.0539, -0.8016], [-2.2667, -0.1414, 0.2032], [-0.9276, -0.3779, -0.4909], [0.2842, -0.3019, 0.4399], [1.5280, 0.0554, -0.3507], [2.6450, 0.0997, 0.4992], [3.7922, 0.5202, -0.1883], [-4.1845, -0.8272, -0.6334], [-3.0628, -0.1778, -1.8283], [-3.9407, 0.9132, -0.7503], [-2.1983, 0.7881, 0.7826], [-2.4404, -0.9396, 0.9348], [-0.9461, -1.3520, -0.9998], [-0.8235, 0.3757, -1.2883], [0.4425, -1.2518, 0.9665], [0.1260, 0.4657, 1.2084], [1.6912, -0.6764, -1.1633], [1.3836, 1.0392, -0.8335], [4.0393, -0.1619, -1.0180], [4.6205, 0.5320, 0.5235], [3.6627, 1.5323, -0.6059]],
  "atomic_forces_ev_per_a": [[-0.07, -0.03, -0.04], [0.00, 0.01, 0.06], [0.00, 0.02, -0.09], [0.00, 0.03, -0.01], [-0.23, -0.02, -0.15], [0.01, -0.03, 0.06], [0.31, 0.09, -0.11], [0.09, 0.08, -0.01], [-0.10, 0.04, 0.17], [0.08, -0.15, -0.02], [-0.01, -0.13, -0.09], [-0.01, 0.10, -0.09], [0.00, 0.15, 0.04], [0.02, -0.10, 0.16], [-0.04, 0.15, -0.09], [0.03, -0.09, -0.12], [0.00, 0.08, 0.13], [0.03, -0.13, 0.07], [-0.03, 0.08, 0.14], [-0.09, 0.00, -0.11], [0.02, -0.15, 0.08]],
  "mulliken_charge": [-1.135, -0.351, -0.713, -0.503, -0.607, -0.310, -0.715, 0.291, 0.355, 0.289, 0.324, 0.273, 0.291, 0.420, 0.287, 0.290, 0.343, 0.333, 0.291, 0.252, 0.295]
}

{
  "formula": "C23H20BrCoN8O",
  "method": "ωB97M-V/def2-TZVPD",
  "e_above_lowest_kj_mol": 259.9,
  "molar_mass_g_mol": 563.31,
  "orbital_gap_ev": [4.11, 7.07],
  "s2": 3.785,
  "homo_energy_ev": [-7.0476, -11.0024],
  "multiplicity": 4,
  "lumo_ev": [-2.9, -3.9],
  "charge": 1,
  "species": ["Co", "O", "C", "N", "C", "C", "C", "C", "C", "C", "N", "C", "C", "C", "C", "C", "N", "H", "H", "H", "H", "H", "H", "H", "H", "H", "H", "N", "C", "C", "N", "C", "C", "N", "C", "C", "N", "H", "H", "H", "H", "H", "H", "Br", "C", "C", "C", "C", "C", "N", "H", "H", "H", "H"],
  "positions_angstrom": [[0.1157, 0.1142, 0.0271], [3.7743, 0.2485, -1.2501], [2.5587, 0.1545, -1.1641], [1.8726, 0.1100, 0.0271], [2.5791, 0.3605, 1.2510], [1.5663, 0.4137, 2.3497], [1.8931, 0.5684, 3.6862], [0.8890, 0.5468, 4.6430], [-0.4186, 0.3340, 4.2220], [-0.6687, 0.1759, 2.8759], [0.2925, 0.2359, 1.9439], [1.6073, 0.1144, -2.2788], [1.9962, 0.1462, -3.6143], [1.0356, 0.1753, -4.6030], [-0.3130, 0.1749, -4.2121], [-0.6289, 0.1290, -2.8739], [0.2924, 0.0898, -1.8997], [3.1456, 1.3006, 1.1751], [3.3173, -0.4353, 1.4367], [2.9246, 0.6822, 3.9742], [1.1169, 0.6682, 5.6872], [-1.2312, 0.2794, 4.9293], [-1.6715, -0.0208, 2.5259], [3.0516, 0.1489, -3.8353], [1.3040, 0.2082, -5.6466], [-1.1008, 0.2117, -4.9490], [-1.6662, 0.1227, -2.5618], [-3.5842, 1.7443, -0.0313], [-4.0598, 0.4582, -0.0321], [-2.9728, -0.3622, -0.0119], [-1.8292, 0.3793, 0.0032], [-2.2226, 1.6737, -0.0107], [-1.2583, 2.6968, -0.0222], [0.0398, 2.3646, -0.0309], [0.7367, 3.5241, -0.0603], [-0.1272, 4.5820, -0.0651], [-1.3927, 4.0547, -0.0400], [-4.1459, 2.5794, -0.0490], [-5.1072, 0.2425, -0.0484], [-2.9471, -1.4341, -0.0059], [1.8075, 3.5339, -0.0836], [0.0506, 5.6365, -0.0873], [-2.2506, 4.5806, -0.0344], [1.2217, -2.7075, 2.6868], [0.5673, -3.2808, 1.0036], [0.6124, -4.6499, 0.7885], [0.1443, -5.1407, -0.4162], [-0.3517, -4.2299, -1.3413], [-0.3587, -2.8866, -1.0237], [0.0964, -2.3898, 0.1339], [1.0054, -5.3031, 1.5536], [0.1644, -6.1979, -0.6230], [-0.7272, -4.5630, -2.2945], [-0.7446, -2.1641, -1.7247]],
  "atomic_forces_ev_per_a": [[0.48, -0.36, -0.69], [0.58, 0.00, 0.48], [-0.68, -0.01, -2.98], [-0.33, 0.01, 1.51], [0.29, 0.04, 0.07], [-0.15, -0.02, -0.15], [-0.24, 0.06, 0.19], [-0.03, -0.10, -0.55], [0.13, 0.02, 0.04], [-0.02, 0.05, -0.08], [0.25, 0.20, 0.91], [1.88, 0.06, 1.10], [-0.43, -0.01, -0.83], [1.28, 0.00, 0.25], [-1.00, -0.02, 0.75], [-0.48, 0.11, -0.87], [-0.64, -0.21, 0.75], [-0.01, -0.15, 0.09], [-0.09, 0.18, 0.05], [0.18, 0.07, -0.01], [0.07, 0.03, 0.19], [-0.06, -0.01, 0.02], [-0.04, 0.03, -0.08], [0.12, 0.03, -0.02], [0.08, -0.01, -0.07], [-0.11, -0.02, 0.05], [-0.06, -0.01, 0.00], [1.03, -0.21, 0.02], [0.01, -0.13, 0.00], [-0.21, -0.11, 0.02], [-0.92, 1.73, 0.02], [-1.25, -1.95, -0.02], [2.06, 1.37, -0.03], [-1.59, 0.03, 0.07], [-0.09, 0.16, 0.01], [-0.04, 0.00, 0.00], [0.14, -0.65, 0.00], [0.02, -0.04, -0.02], [-0.20, -0.06, -0.01], [0.00, -0.17, 0.00], [0.22, 0.06, -0.03], [0.00, 0.22, -0.01], [0.06, 0.05, -0.03], [0.03, -0.11, 0.01], [-0.13, 0.06, -0.19], [0.01, -0.09, -0.06], [-0.05, 0.46, -0.02], [0.05, -0.25, 0.11], [-0.05, -0.08, -0.07], [-0.04, -0.23, 0.40], [0.01, 0.02, -0.01], [0.00, -0.13, -0.04], [-0.06, 0.03, -0.13], [0.02, 0.09, -0.12]],
  "mulliken_charge": [-1.157, -0.733, -0.178, 0.700, -0.822, 0.361, -0.937, -0.459, -0.810, -0.175, 0.864, 0.471, -0.791, -0.564, -0.879, -0.103, 0.763, 0.402, 0.488, 0.539, 0.451, 0.462, 0.376, 0.537, 0.430, 0.461, 0.306, -0.063, -0.884, -0.801, 1.248, 0.046, 0.206, 0.410, -0.482, -0.785, -0.142, 0.186, 0.436, 0.516, 0.465, 0.422, 0.175, -0.028, 0.384, -0.766, -0.256, -0.966, -0.189, 0.175, 0.434, 0.424, 0.458, 0.371]
}

Largest force on an atom values (in eV/Å) by entry order: 3.02; 0.34; 3.06.